Record 1
{"formula": "C13H46O13", "method": "ωB97M-V with the def2-TZVPD basis set", "symbols": ["C", "C", "O", "O", "H", "H", "H", "H", "H", "H", "C", "C", "O", "O", "H", "H", "H", "H", "H", "H", "C", "C", "O", "O", "H", "H", "H", "H", "H", "H", "C", "O", "H", "H", "H", "H", "C", "O", "H", "H", "H", "H", "C", "O", "H", "H", "H", "H", "C", "O", "H", "H", "H", "H", "C", "O", "H", "H", "H", "H", "C", "O", "H", "H", "H", "H", "C", "O", "H", "H", "H", "H"], "positions_angstrom": [[-4.9848, 2.1679, 0.0577], [-3.4442, 1.9126, -0.0852], [-2.8758, 2.6709, -1.1108], [-5.7915, 1.6434, -0.9504], [-5.1343, 3.2410, 0.1766], [-5.3394, 1.8362, 1.0335], [-3.2515, 0.8939, -0.4218], [-2.8442, 1.9630, 0.8234], [-3.2696, 2.4395, -1.9552], [-6.7155, 1.8175, -0.7569], [2.3060, -1.0283, 4.3790], [1.0169, -1.8192, 4.4978], [1.1006, -2.7902, 3.4617], [2.2211, -0.0354, 3.3854], [3.1368, -1.6648, 4.0741], [2.6146, -0.5932, 5.3295], [0.1132, -1.2110, 4.4592], [1.0006, -2.3775, 5.4338], [0.9340, -2.3972, 2.6019], [1.9050, -0.4589, 2.5840], [0.9131, -0.2341, 0.5357], [-0.1648, -0.2091, -0.5391], [0.0828, -0.9637, -1.7382], [1.1091, -1.5644, 1.0044], [0.6932, 0.4012, 1.3937], [1.8356, 0.2200, 0.1738], [-0.3027, 0.8074, -0.9077], [-1.0961, -0.5708, -0.1032], [0.8408, -0.5508, -2.1582], [1.3623, -2.0747, 0.2316], [3.0299, -0.6215, -2.9886], [2.1202, 0.4944, -2.9517], [3.8193, -0.6009, -2.2372], [2.5653, -1.6068, -3.0258], [3.5054, -0.5181, -3.9640], [2.7039, 1.2446, -2.8175], [4.2060, 2.4548, -1.1745], [4.0193, 2.6197, -2.5838], [5.1886, 2.0622, -0.9129], [3.8484, 3.3717, -0.7060], [3.5006, 1.7033, -0.8197], [4.2630, 3.5397, -2.7092], [-0.2756, 2.8744, 2.6823], [-0.9953, 1.6994, 3.0162], [-0.9080, 3.7618, 2.6535], [0.4915, 3.0443, 3.4377], [0.1517, 2.6577, 1.7032], [-0.9479, 1.5998, 3.9699], [-2.3367, -1.1924, -3.8907], [-3.6857, -0.9822, -4.3140], [-1.8933, -1.9201, -4.5703], [-1.6683, -0.3319, -3.9237], [-2.3695, -1.5670, -2.8677], [-3.9405, -0.1095, -4.0058], [-0.0131, 3.5620, -2.4148], [-0.3435, 3.5091, -1.0340], [0.4964, 4.5041, -2.6173], [0.6995, 2.7757, -2.6636], [-0.8993, 3.5822, -3.0491], [-1.2018, 3.0852, -0.9613], [-2.1932, -3.5755, 1.3665], [-2.2599, -4.1783, 2.5714], [-3.1768, -3.2980, 0.9875], [-1.6038, -2.6588, 1.3847], [-1.6486, -4.1401, 0.6098], [-2.3768, -3.4386, 3.1721], [2.2235, -4.2520, 0.4441], [1.9096, -3.4367, -0.6801], [2.6868, -5.1993, 0.1682], [2.8912, -3.6768, 1.0855], [1.2471, -4.4507, 0.8862], [1.1990, -3.8622, -1.1655]], "forces_ev_per_a": [[0.96, 0.84, 1.99], [-1.56, -1.84, -0.86], [0.39, 1.39, -0.39], [0.47, -0.51, -1.04], [0.23, 0.45, -0.51], [0.29, -0.68, 0.24], [-0.61, -0.64, 0.39], [-0.39, 0.80, 0.15], [-0.13, -0.09, 0.04], [0.07, 0.07, 0.07], [0.23, 0.28, 0.37], [1.28, -0.87, -0.38], [-0.86, -0.74, 0.49], [-0.17, 0.98, 0.10], [-0.19, -0.68, 0.33], [-0.20, 0.51, -0.03], [0.03, 0.27, -0.19], [0.00, -0.04, 0.06], [-0.09, 0.33, -0.32], [0.15, -0.24, -0.11], [-0.11, 0.01, -0.38], [-0.17, 0.63, -0.67], [-0.07, -0.73, 1.28], [-0.07, 1.10, 0.50], [-0.76, -0.08, -0.04], [0.39, -0.32, -0.44], [-0.16, 0.42, 0.57], [-0.04, -0.10, -0.11], [0.15, 0.43, -0.25], [0.23, -0.77, -0.61], [0.57, 0.35, -1.62], [0.04, -1.14, 0.77], [-0.26, 0.08, 0.32], [-0.53, 0.33, 0.49], [0.50, -0.31, -0.04], [-0.07, 0.68, -0.15], [-1.13, -0.52, 0.14], [0.37, 0.03, 0.34], [0.21, 0.64, 0.02], [0.74, 0.01, 0.49], [-0.11, -0.19, -0.14], [-0.10, -0.05, -0.69], [0.24, -0.28, 0.06], [-0.47, -0.23, 0.28], [-0.16, 0.00, -0.20], [0.32, 0.09, -0.28], [0.19, 0.54, 0.02], [-0.13, -0.15, -0.02], [-0.19, -0.48, 0.11], [0.37, 0.49, -0.25], [-0.11, -0.20, 0.20], [-0.32, 0.36, -0.02], [0.42, -0.14, -0.01], [-0.21, -0.03, -0.01], [0.31, 0.50, 0.49], [0.72, 0.23, -0.15], [0.07, 0.16, 0.11], [-0.28, -0.29, -0.31], [-0.04, -0.41, -0.10], [-0.41, -0.03, -0.02], [0.48, 1.58, -2.64], [-0.03, -0.80, 2.04], [-0.21, -0.12, -0.34], [0.09, 0.40, 0.21], [-0.31, -0.65, 0.10], [0.01, -0.42, 0.59], [-0.67, -0.15, -0.07], [0.62, 0.16, -0.70], [0.13, 0.04, -0.12], [-0.26, -0.15, 0.09], [0.38, -0.24, 0.89], [-0.08, 0.12, -0.15]], "molar_mass_g_mol": 410.50, "e_lumo_ev": 0.5, "relative_energy_kcal_mol": 0.0, "charge": 0, "orbital_gap_ev": 10.02, "smiles": "OCCO.OCCO.OCCO.CO.CO.CO.CO.CO.CO.CO"}



Record 2
{"formula": "C13H46O13", "method": "ωB97M-V with the def2-TZVPD basis set", "symbols": ["C", "C", "O", "O", "H", "H", "H", "H", "H", "H", "C", "C", "O", "O", "H", "H", "H", "H", "H", "H", "C", "C", "O", "O", "H", "H", "H", "H", "H", "H", "C", "O", "H", "H", "H", "H", "C", "O", "H", "H", "H", "H", "C", "O", "H", "H", "H", "H", "C", "O", "H", "H", "H", "H", "C", "O", "H", "H", "H", "H", "C", "O", "H", "H", "H", "H", "C", "O", "H", "H", "H", "H"], "positions_angstrom": [[2.1353, -1.0330, 2.8916], [3.5961, -0.8968, 3.4236], [4.4991, -1.9250, 3.0428], [1.5764, -1.9997, 3.7582], [2.0398, -1.1812, 1.8160], [1.7604, -0.0116, 2.9569], [3.5264, -1.0605, 4.4990], [4.0352, 0.0747, 3.1964], [4.4361, -2.0743, 2.0965], [1.8291, -2.8567, 3.4069], [-2.1598, 3.3311, -4.4209], [-1.7718, 3.3488, -2.9766], [-1.8616, 4.6304, -2.5130], [-3.5174, 3.6911, -4.4968], [-2.0331, 2.3162, -4.7977], [-1.5939, 3.9997, -5.0697], [-0.7810, 2.9574, -2.7461], [-2.3487, 2.6059, -2.4258], [-2.7522, 4.9628, -2.6468], [-3.7345, 4.1707, -5.2996], [1.3243, 4.5413, 2.7564], [1.0383, 3.0719, 2.4129], [-0.2289, 2.6522, 2.9344], [0.4102, 5.3102, 2.0056], [2.3342, 4.8621, 2.5010], [1.2273, 4.7071, 3.8294], [1.9674, 2.5291, 2.5869], [0.9058, 3.0176, 1.3324], [-0.6987, 3.4860, 3.0108], [0.5463, 5.1369, 1.0712], [-4.0354, 0.9716, 0.3706], [-4.9685, 0.1066, -0.2223], [-4.5611, 1.9102, 0.5460], [-3.7008, 0.5622, 1.3238], [-3.1147, 1.0538, -0.2072], [-4.5155, -0.7217, -0.3963], [2.5169, 0.7648, -3.3309], [3.3814, 1.7617, -3.7639], [1.8532, 1.0642, -2.5197], [1.8072, 0.5704, -4.1350], [2.9669, -0.1656, -2.9846], [3.6394, 1.7566, -4.6886], [-2.2220, -2.9506, -0.8171], [-2.2910, -2.0696, -1.9227], [-2.6962, -3.9069, -1.0378], [-1.1706, -3.0373, -0.5430], [-2.8148, -2.5152, -0.0126], [-1.5305, -1.4849, -1.8879], [-2.0553, -1.8427, 2.9405], [-0.8268, -2.0791, 2.1858], [-2.8976, -2.1653, 2.3284], [-2.1546, -2.3248, 3.9131], [-2.3355, -0.8063, 3.1287], [-0.2333, -2.5162, 2.8009], [-0.3575, 0.4215, 0.1263], [-0.0402, -0.8919, -0.1101], [0.5138, 0.9356, 0.5321], [-0.4962, 0.9019, -0.8422], [-1.2201, 0.4789, 0.7902], [-0.1778, -1.4024, 0.6912], [1.3231, -4.3676, 0.6693], [1.2727, -4.6515, 2.1032], [1.3011, -3.2889, 0.5143], [2.2086, -4.7895, 0.1939], [0.5464, -4.8979, 0.1182], [1.7143, -5.4982, 2.2013], [1.8416, -3.0211, -2.9216], [0.7166, -2.1890, -2.7513], [1.6744, -3.8650, -3.5908], [2.8162, -2.5961, -3.1619], [1.9822, -3.5188, -1.9621], [0.6337, -2.0603, -1.8036]], "forces_ev_per_a": [[-0.97, 0.10, -0.32], [2.40, -2.34, 1.19], [-1.68, 0.96, 0.36], [0.40, 2.34, -1.09], [0.34, -1.02, -0.11], [-0.63, -0.14, 1.13], [0.14, 0.66, 0.12], [-0.40, 0.49, -0.44], [0.41, 0.06, -0.69], [-0.01, -1.38, -0.38], [0.20, -0.94, -1.01], [0.36, -1.01, -0.27], [0.23, 1.50, 1.43], [-0.94, 0.21, 0.45], [0.06, -0.24, -0.22], [0.48, 0.09, 0.38], [0.54, 0.41, -0.67], [-0.95, 0.13, 0.10], [-0.19, -0.09, -0.13], [0.25, -0.09, -0.03], [0.12, -0.58, -0.89], [-0.16, 1.21, -0.87], [1.41, -0.47, 0.49], [-0.65, 0.66, 0.83], [0.32, -0.38, -0.07], [-0.49, 0.21, -0.06], [-0.45, -0.98, 0.97], [0.37, 0.14, -0.37], [-0.49, 0.13, 0.05], [0.08, 0.02, -0.11], [0.01, -0.31, 0.40], [-0.13, -0.27, -0.21], [0.43, 0.09, -0.13], [-0.08, 0.10, 0.51], [-0.16, 0.53, -0.43], [-0.11, -0.15, -0.26], [-1.34, -0.59, -1.01], [0.97, 1.14, 1.06], [0.37, 0.72, 0.25], [-0.07, -0.65, -0.04], [0.44, -0.06, -0.29], [-0.42, -0.59, 0.06], [-0.09, 0.68, -0.23], [-0.48, -0.17, -0.33], [0.30, -0.02, -0.33], [-0.23, -0.54, 0.40], [0.20, -0.04, 0.54], [0.06, -0.03, -0.04], [-1.19, 0.20, -0.61], [-0.77, 0.29, 1.34], [0.18, -0.47, -0.09], [0.67, -0.42, -0.21], [0.99, 0.43, -0.19], [-0.03, -0.24, -0.08], [0.26, 1.32, -0.07], [0.99, -1.98, -0.91], [-0.06, 0.30, 0.51], [-0.57, 0.07, 0.07], [0.03, 0.51, -0.11], [-0.48, -0.17, 0.37], [0.15, -0.75, 0.15], [0.34, 0.73, -0.96], [-0.21, -0.13, 0.00], [0.51, 0.29, 0.37], [-0.59, 0.45, 0.31], [-0.08, -0.17, 0.33], [0.16, -1.43, 1.07], [0.33, 0.32, -0.54], [-0.37, 0.37, -0.44], [-0.27, 0.76, -0.27], [0.42, -0.27, 0.22], [-0.18, 0.42, 0.03]], "molar_mass_g_mol": 410.50, "e_lumo_ev": [-3.3, -10.0], "relative_energy_kcal_mol": 26.0, "charge": 1, "orbital_gap_ev": [8.33, 1.69], "spin_multiplicity": 2}



Record 3
{"formula": "C13H48F2InNO17S2", "method": "ωB97M-V with the def2-TZVPD basis set", "symbols": ["In", "O", "C", "C", "O", "H", "H", "H", "H", "N", "S", "O", "O", "F", "S", "O", "O", "F", "C", "O", "H", "H", "H", "H", "C", "O", "H", "H", "H", "H", "C", "O", "H", "H", "H", "H", "C", "O", "H", "H", "H", "H", "C", "O", "H", "H", "H", "H", "C", "O", "H", "H", "H", "H", "C", "O", "H", "H", "H", "H", "C", "O", "H", "H", "H", "H", "C", "O", "H", "H", "H", "H", "C", "O", "H", "H", "H", "H", "C", "O", "H", "H", "H", "H"], "positions_angstrom": [[1.2416, -1.6440, -3.5283], [6.6740, -1.6286, -2.8555], [6.2973, -0.8176, -2.0062], [4.6243, -0.5253, -1.9737], [4.0229, -0.3892, -3.0621], [6.7393, 0.1851, -2.1637], [6.5946, -1.1258, -0.9899], [4.4264, 0.3045, -1.2731], [4.1677, -1.3826, -1.4412], [-0.3054, -0.3717, -1.4982], [-1.8235, -0.3020, -1.0065], [-2.4195, 0.9888, -0.9103], [-2.2907, -1.2782, -0.0783], [-2.4337, -0.7843, -2.4118], [0.2815, 0.2590, -0.0468], [0.1654, -0.5973, 1.0754], [0.1458, 1.6548, 0.1506], [1.8428, 0.1108, -0.4145], [-1.6803, -3.5540, 2.3875], [-0.5730, -2.7959, 2.8087], [-1.6544, -4.5613, 2.8066], [-2.6339, -3.0746, 2.6099], [-1.6113, -3.7767, 1.3136], [-0.4301, -2.0324, 2.2376], [-3.0939, -0.1342, 2.9874], [-3.9402, 0.1446, 4.1047], [-2.8987, 0.7294, 2.3475], [-2.1264, -0.4932, 3.3517], [-3.5796, -0.9234, 2.4197], [-3.3859, 0.5866, 4.7529], [3.8361, -1.4162, 1.6951], [3.8778, -2.5568, 2.5310], [2.9480, -1.3485, 1.0666], [3.8428, -0.5127, 2.3051], [4.7420, -1.3598, 1.0741], [3.9942, -3.3200, 1.9597], [3.2588, 2.7427, 0.0997], [4.4968, 3.0335, -0.5441], [2.4991, 2.5515, -0.6589], [3.3382, 1.8279, 0.6954], [3.0107, 3.5985, 0.7168], [4.7273, 2.3787, -1.2053], [1.0910, 1.3754, 3.7932], [1.6559, 2.6382, 3.4460], [0.0255, 1.4249, 3.5829], [1.4581, 0.6246, 3.0847], [1.3510, 1.0837, 4.8098], [2.6149, 2.6029, 3.4604], [-5.6637, -0.3215, -1.6707], [-6.5270, -1.2179, -2.3812], [-6.1365, 0.6613, -1.6817], [-5.3856, -0.6834, -0.6860], [-4.7299, -0.2558, -2.2332], [-6.5827, -0.9266, -3.2933], [-2.4753, -3.9285, -2.0406], [-1.3525, -3.5251, -2.8201], [-2.7712, -4.9259, -2.3703], [-2.2501, -3.9452, -0.9721], [-3.3066, -3.2404, -2.1698], [-0.8373, -4.2775, -3.1171], [-4.6817, 2.4376, 0.6017], [-5.4421, 3.5731, 0.9966], [-4.4196, 2.4755, -0.4576], [-3.7386, 2.4467, 1.1545], [-5.2394, 1.5312, 0.8188], [-4.9628, 4.3638, 0.7383], [1.1740, -3.6811, -0.0702], [1.8895, -2.7083, -0.8490], [0.1834, -3.2862, 0.1298], [1.0290, -4.5663, -0.6984], [1.7268, -3.9608, 0.8237], [2.8182, -2.9421, -0.9305], [0.4274, 2.5877, -3.2007], [0.9818, 1.4382, -3.8427], [-0.6002, 2.4286, -2.8749], [0.9888, 2.7328, -2.2742], [0.6406, 3.5048, -3.7497], [0.6872, 1.4395, -4.7582], [0.4001, 5.0937, 0.4734], [-0.6764, 4.2982, 0.0122], [0.8319, 4.6992, 1.3989], [1.1787, 5.0356, -0.2995], [0.1148, 6.1320, 0.6196], [-0.4038, 3.3734, 0.0686]], "forces_ev_per_a": [[-0.39, 0.45, 0.73], [-0.84, -0.79, -0.86], [5.92, -0.34, 0.70], [-6.73, 0.44, 0.66], [0.95, 0.35, -0.72], [-1.28, 0.71, -0.44], [-1.33, -0.10, 0.64], [1.55, 0.62, 0.01], [1.55, -0.96, 0.15], [0.56, 1.29, 3.38], [-4.54, -0.90, -3.04], [0.82, 0.48, 0.44], [0.72, -0.34, 0.12], [0.48, -0.34, 0.10], [3.57, -0.45, -1.15], [-0.37, -0.32, 0.33], [-0.25, 0.07, -0.17], [-0.49, 0.03, -0.42], [0.14, -0.36, -0.87], [0.30, -0.24, 0.48], [0.12, 0.27, 0.63], [-0.04, -0.04, -0.02], [-0.29, 0.39, -0.10], [-0.29, -0.10, -0.09], [0.18, -0.24, 0.45], [0.22, 0.20, -0.22], [-0.26, 0.07, 0.00], [0.01, -0.20, -0.19], [0.07, 0.08, -0.17], [-0.19, 0.08, 0.11], [0.31, 0.45, -0.11], [-0.10, 0.11, -0.11], [-0.05, -0.28, 0.00], [0.00, -0.18, 0.26], [-0.06, 0.00, -0.11], [-0.02, -0.12, 0.15], [0.39, -0.60, -0.71], [0.43, 0.45, 0.26], [-0.26, 0.26, 0.21], [-0.05, 0.16, 0.26], [-0.10, -0.05, 0.03], [-0.29, -0.07, -0.03], [0.70, -0.08, -1.02], [-0.33, 0.38, 0.04], [-0.08, 0.19, 0.48], [0.07, -0.23, 0.26], [-0.33, -0.03, 0.09], [-0.01, -0.22, 0.11], [0.23, 0.23, -1.54], [-0.07, -0.55, 0.65], [0.20, 0.11, 0.61], [-0.57, -0.14, 0.11], [0.09, 0.25, 0.16], [0.06, 0.10, 0.03], [-0.05, -0.65, 0.10], [0.53, 0.83, -0.23], [-0.26, 0.03, 0.18], [0.17, -0.03, -0.05], [0.16, 0.12, -0.29], [-0.31, -0.28, 0.20], [0.62, 0.64, 0.02], [-0.48, -0.11, -0.03], [-0.16, -0.12, -0.04], [0.01, -0.34, -0.02], [-0.10, 0.08, 0.08], [0.08, -0.04, 0.00], [0.12, -0.53, -0.92], [-0.08, 0.49, -0.40], [0.17, 0.27, 0.30], [0.02, -0.15, 0.20], [-0.23, 0.21, 0.21], [-0.05, -0.32, 0.22], [0.70, 0.09, 1.11], [0.02, -0.36, -0.32], [-0.17, 0.22, -0.46], [0.01, -0.24, -0.01], [-0.54, -0.09, -0.35], [-0.01, 0.08, -0.01], [0.65, -0.77, -0.50], [-0.43, 0.32, 0.22], [-0.13, 0.10, 0.11], [0.22, 0.44, 0.20], [-0.30, -0.07, -0.07], [-0.18, 0.23, 0.02]], "molar_mass_g_mol": 707.47, "e_lumo_ev": -4.2, "relative_energy_kcal_mol": 0.0, "charge": 0, "orbital_gap_ev": 5.14}